DFT (ωB97M-V with the def2-TZVPD basis set) results for C5H8N2 as an isolated structure.

Properties
ΔE to the lowest compared entry with this formula, charge and spin   134.6 kcal/mol

ORCA input file:
```
! RIJCOSX wB97M-V def2-TZVPD def2/J DEFGRID3
* xyz 0 1
C -0.6232 1.0922 -0.0350
H -1.6468 -1.2521 1.2359
C 1.2942 -0.2267 -0.4375
H -1.8586 -1.1145 -1.0947
H -0.1398 -2.2621 0.9920
N -0.9242 -1.4213 -0.8403
C -0.2016 -0.3533 -0.1734
C 1.4169 1.1191 0.1935
H 0.6382 2.0506 0.6493
H -0.8527 1.5607 -0.9996
H 1.5001 -0.1483 -1.5105
N 1.9337 2.0602 0.7499
H -1.4429 1.2828 0.6668
H 1.9551 -0.9770 0.0074
C -0.7759 -1.4624 0.6167
*
```

Atomic partial charges in e from the Löwdin method, atoms 1 to 5: number 1, C, carries -0.06; number 2, H, carries 0.11; number 3, C, carries -0.06; number 4, H, carries 0.09; number 5, H, carries 0.10

***

DFT (ωB97M-V with the def2-TZVPD basis set) results for a 2-piece molecular cluster, C5H15N2 overall in a non-equilibrium geometry.

Properties
ΔE to the lowest compared entry with this formula, charge and spin   51.4 kcal/mol

ORCA input file:
```
! RIJCOSX wB97M-V def2-TZVPD def2/J DEFGRID3
* xyz 1 1
N -0.2881 2.2508 1.9486
H 2.2765 -2.6751 -0.1666
H 0.3147 2.2993 -0.1054
H -1.1624 -1.4165 -0.1646
H 1.7726 -2.6639 -2.7076
H 0.2557 -1.7409 -3.2355
N -0.6878 -1.1357 -1.0156
H 1.2465 -1.6638 0.9173
C 0.0208 1.5963 0.6827
H -1.3630 -1.1973 -1.7749
H -2.3447 2.5208 1.5231
C 1.2273 -2.4061 0.0685
H 0.8330 0.8695 0.7252
H -1.6212 3.7826 2.5886
H -0.4185 -0.1034 -0.9176
C -1.4232 3.1360 1.7031
H 0.7363 -3.3618 0.4249
C 0.9288 -2.0877 -2.4497
H -0.8888 1.0409 0.3889
C 0.5711 -1.9320 -1.1822
H -1.2581 3.8413 0.8315
H 0.5046 2.8237 2.2084
*
```

Atomic partial charges in e from the Löwdin method, atoms 1 to 5: number 1, N, carries -0.17; number 2, H, carries 0.11; number 3, H, carries 0.09; number 4, H, carries 0.16; number 5, H, carries 0.08

***

DFT (ωB97M-V with the def2-TZVPD basis set) results for C5H7NO as an isolated structure.

Properties
ΔE to the lowest compared entry with this formula, charge and spin   116.8 kcal/mol

ORCA input file:
```
! RIJCOSX wB97M-V def2-TZVPD def2/J DEFGRID3
* xyz 0 1
N -0.4698 0.5577 1.3147
H -0.9156 -0.8751 -1.6392
O 1.5445 -0.7510 -1.0409
C -1.1778 -0.3499 -0.7106
C 0.3160 1.1463 0.1750
H 1.7336 -0.3184 0.9937
H -1.4300 0.9129 1.3572
C -0.3631 -0.7155 0.5306
C -0.7878 1.1166 -0.8450
H 2.4504 -0.4410 -1.1523
H -0.5241 -1.6582 1.0566
H 0.8461 2.0791 0.3718
C 1.0355 -0.2349 0.1502
H -2.2581 -0.4687 -0.5618
*
```

Atomic partial charges in e from the Löwdin method, atoms 1 to 5: number 1, N, carries 0.06; number 2, H, carries 0.12; number 3, O, carries 0.00; number 4, C, carries -0.20; number 5, C, carries -0.30

***

DFT (ωB97M-V with the def2-TZVPD basis set) results for a single C3H5NO molecule in a non-equilibrium geometry.

Properties
Structure (SMILES)   C=C[N+](=C)[O-]
ΔE to the lowest compared entry with this formula, charge and spin   94.1 kcal/mol

ORCA input file:
```
! RIJCOSX wB97M-V def2-TZVPD def2/J DEFGRID3
* xyz 0 1
H 1.6602 1.8648 -0.1133
H 0.2701 -1.8906 0.5029
C -1.4386 -0.5212 -0.0889
H -2.3117 -1.1987 -0.0883
H -0.2038 1.6044 0.0982
O 2.1805 -0.5441 -0.0950
H -1.9194 0.3763 -0.4623
C 0.7982 1.2057 0.0532
N 1.0436 -0.0048 0.0179
C -0.0791 -0.8918 0.1756
*
```

Atomic partial charges in e from the Löwdin method, atoms 1 to 5: number 1, H, carries 0.11; number 2, H, carries 0.12; number 3, C, carries 0.05; number 4, H, carries 0.05; number 5, H, carries 0.08

***

Number 1: HOMO -8.12 eV. Number 2: HOMO -12.33 eV. Number 3: HOMO -8.51 eV. Number 4: HOMO -8.99 eV.